Record 1
DFT (ωB97M-V with the def2-TZVPD basis set) results for C39H36CrI2N3O3P as an isolated structure at a distorted geometry.

Positions of all 85 atoms, in Å:
Cr 0.57 -0.40 0.34
O 2.67 -0.38 0.40
C 2.47 0.42 -0.56
O 1.73 0.13 -1.54
C 2.96 1.83 -0.40
C 4.27 2.26 -0.47
C 4.56 3.59 -0.23
C 3.54 4.49 0.08
C 2.23 4.05 0.17
C 1.93 2.71 -0.06
P 0.27 1.98 0.18
C -0.67 2.54 -1.27
C -0.09 3.28 -2.30
C -0.87 3.71 -3.36
C -2.23 3.41 -3.40
C -2.81 2.66 -2.39
C -2.03 2.22 -1.33
C -0.35 3.01 1.55
C 0.41 3.01 2.72
C -0.01 3.75 3.82
C -1.19 4.47 3.75
C -1.94 4.48 2.59
C -1.52 3.75 1.48
H 5.07 1.56 -0.71
H 5.58 3.93 -0.28
H 3.77 5.53 0.26
H 1.43 4.74 0.43
H 0.96 3.52 -2.28
H -0.42 4.30 -4.15
H -2.84 3.77 -4.22
H -3.86 2.43 -2.41
H -2.48 1.64 -0.53
H 1.33 2.44 2.77
H 0.59 3.75 4.72
H -1.52 5.04 4.61
H -2.87 5.03 2.53
H -2.12 3.76 0.58
C 0.69 -0.16 4.66
C -0.62 -0.51 4.98
C -1.50 -0.86 3.98
C -1.08 -0.84 2.65
C 0.22 -0.45 2.31
C 1.11 -0.14 3.34
C -1.91 -1.23 1.50
C -3.08 -2.00 1.60
C -3.74 -2.37 0.47
C -3.25 -1.96 -0.79
C -3.91 -2.27 -2.00
C -3.38 -1.87 -3.20
C -2.17 -1.16 -3.23
C -1.50 -0.86 -2.08
C -2.04 -1.23 -0.83
N -1.38 -0.90 0.33
H 1.39 0.10 5.45
H -0.95 -0.50 6.01
H -2.52 -1.12 4.23
H 2.13 0.12 3.10
H -3.44 -2.29 2.58
H -4.65 -2.96 0.52
H -4.83 -2.83 -1.96
H -3.90 -2.09 -4.12
H -1.76 -0.85 -4.19
H -0.56 -0.32 -2.12
C 3.14 -4.99 0.61
N 2.05 -4.06 0.88
C 2.18 -3.26 2.09
C 1.25 -3.58 -0.11
O 0.74 -2.45 -0.05
N 1.02 -4.37 -1.19
C 0.75 -5.80 -1.05
C 0.36 -3.76 -2.34
H 4.08 -4.52 0.88
H 3.17 -5.24 -0.44
H 3.03 -5.90 1.20
H 2.57 -3.90 2.88
H 1.21 -2.88 2.38
H 2.85 -2.41 1.93
H 0.97 -6.14 -0.04
H 1.34 -6.37 -1.77
H -0.31 -5.99 -1.24
H 0.71 -2.74 -2.45
H -0.73 -3.74 -2.22
H 0.62 -4.33 -3.23
I -4.08 1.30 1.93
I -5.38 3.72 0.29

Results
Orbital gap (spin up / spin down)   5.8 / 6.1 eV
HOMO energy (spin up / spin down)   -6.3 / -7.0 eV
Spin multiplicity   5



Record 2
DFT (ωB97M-V with the def2-TZVPD basis set) results for C3H8BrNO as an isolated structure at a distorted geometry.

Positions of all 14 atoms, in Å:
Br 0.45 2.39 -0.65
C 0.08 0.47 1.87
C -0.18 -0.55 0.79
O -0.96 -1.48 0.92
N 0.52 -0.32 -0.57
H 0.73 0.67 -0.59
H 1.40 -0.82 -0.62
C -0.45 -0.63 -1.73
H -0.30 1.44 1.55
H 1.16 0.48 2.05
H -0.34 0.19 2.83
H -1.18 0.18 -1.70
H -1.10 -1.48 -1.52
H 0.16 -0.56 -2.62

Results
Orbital gap   8.8 eV
HOMO energy   -8.6 eV



Record 3
DFT (ωB97M-V with the def2-TZVPD basis set) results for C34H21BrCrF3N3O6S2 as an isolated structure at a distorted geometry.

Positions of all 71 atoms, in Å:
Cr -0.04 0.03 -0.11
Br 4.00 0.74 6.29
C 4.21 -0.79 5.21
C 3.08 -1.45 4.73
C 3.24 -2.57 3.94
C 4.52 -3.03 3.63
C 5.63 -2.38 4.14
C 5.48 -1.25 4.92
N 4.79 -4.26 2.92
N 4.10 -4.66 1.98
C 3.10 -3.86 1.34
C 2.00 -4.55 0.92
C 0.85 -3.93 0.40
C 0.82 -2.55 0.28
O -0.20 -1.86 -0.20
C 2.01 -1.84 0.65
N 1.92 -0.49 0.45
C 2.99 0.25 0.57
C 4.24 -0.32 0.91
C 4.33 -1.65 1.18
C 3.17 -2.46 1.10
H 2.10 -1.08 4.97
H 2.37 -3.07 3.56
H 6.61 -2.77 3.92
H 6.35 -0.74 5.31
H 2.01 -5.63 1.05
H -0.02 -4.50 0.10
H 2.87 1.31 0.42
H 5.12 0.32 0.95
H 5.29 -2.10 1.43
O 0.88 0.94 -1.85
C 0.82 2.02 -1.23
O 0.38 2.02 -0.05
C 1.28 3.30 -1.85
C 1.69 3.30 -3.18
C 2.16 4.47 -3.79
C 2.18 5.60 -3.00
O 2.60 6.86 -3.35
C 2.40 7.67 -2.19
O 1.92 6.85 -1.14
C 1.77 5.59 -1.67
C 1.31 4.46 -1.06
H 1.64 2.38 -3.73
H 2.48 4.50 -4.81
H 1.66 8.44 -2.42
H 3.36 8.11 -1.90
H 0.97 4.43 -0.04
C -5.52 1.29 0.32
O -4.47 0.69 -0.41
C -3.22 1.15 -0.23
S -2.87 2.43 0.75
S -2.13 0.26 -1.23
H -6.33 0.56 0.31
H -5.84 2.21 -0.18
H -5.22 1.53 1.34
F -2.35 0.33 9.09
C -1.10 0.64 8.70
F -0.85 1.87 9.19
F -0.29 -0.20 9.37
C -0.91 0.55 7.21
C -0.62 1.67 6.45
C -0.48 1.56 5.08
C -0.65 0.33 4.44
C -0.95 -0.79 5.22
C -1.08 -0.68 6.59
C -0.50 0.22 3.04
C -0.37 0.12 1.83
H -0.48 2.63 6.92
H -0.25 2.43 4.48
H -1.08 -1.75 4.74
H -1.31 -1.56 7.18

Results
Orbital gap (spin up / spin down)   6.4 / 6.5 eV
HOMO energy (spin up / spin down)   -4.8 / -4.8 eV
Spin multiplicity   2
Total charge   -1



Looking at energy for the records above, in order, we have -105555.2830 -76820.0330 -180641.7859 eV.
Looking at relative energy (zero: lowest compared OMol25 entry of this formula, charge and spin) for the records above, in order, we have 0.093 0.478 0.263 eV.